Entry 1:
9
Properties=species:S:1:pos:R:3:nbo_charge:R:1 method="wB97M-V/def2-TZVPD" charge=0 fmax_ev_per_a=3.87 homo_lumo_gap_ha="0.3280 / 0.3280"
C -1.19087 0.44957 0.01620 -0.33
C 0.10283 0.36717 0.20472 -0.37
N -2.50474 -1.48389 0.84929 -0.08
N -2.61781 -2.21705 0.02501 0.44
O -3.67081 0.70942 -0.57186 -0.93
O -2.46689 -2.95827 -0.86715 -0.34
S -2.53535 1.38205 0.04660 1.16
H 0.78168 0.83489 -0.65159 0.23
H 0.59391 -0.09581 1.00232 0.23

Entry 2:
16
Properties=species:S:1:pos:R:3:nbo_charge:R:1 method="wB97M-V/def2-TZVPD" charge=0 fmax_ev_per_a=4.90 homo_lumo_gap_ha=0.3871
C 0.29919 1.16916 -1.85947 -0.68
C 0.16089 0.08967 -0.68281 -0.24
N -1.36072 0.06768 -0.27358 -0.82
H -0.15718 1.07529 -2.87596 0.23
H 1.32230 1.81425 -1.75736 0.23
H -0.38466 1.93761 -1.37829 0.20
H 0.96238 0.27599 0.15494 0.22
H 0.29855 -0.86846 -1.22717 0.19
H -1.53574 0.83069 0.27953 0.34
H -1.69023 0.22354 -1.19514 0.35
H -0.41982 1.08069 3.53431 0.47
H -1.42877 0.25931 2.62047 0.47
O -1.12964 0.37166 3.54792 -0.94
H 1.66206 -2.71110 1.11578 0.46
H 1.32736 -2.84437 -0.26622 0.46
O 2.07405 -2.77158 0.26306 -0.92

Entry 3:
10
Properties=species:S:1:pos:R:3:nbo_charge:R:1 method="wB97M-V/def2-TZVPD" charge=0 fmax_ev_per_a=4.92 homo_lumo_gap_ha=0.2918
C -0.85962 1.69018 0.30681 -0.84
C 1.12061 -0.30068 -0.52915 -0.64
S 2.76428 -3.03604 0.04366 -0.33
S 0.96224 -1.83009 -0.52298 0.55
I 2.50076 1.06722 -0.01684 0.30
H -1.65975 1.00886 0.47938 0.22
H -0.92501 2.73830 0.43225 0.21
H 0.03413 1.55150 0.81901 0.20
H -0.50848 1.69355 -0.87329 0.21
H 3.67710 -2.15578 -0.18702 0.13

Entry 4:
21
Properties=species:S:1:pos:R:3:lowdin_spin:R:1 method="wB97M-V/def2-TZVPD" s_squared=0.757 charge=+1 multiplicity=2 fmax_ev_per_a=15.84 homo_lumo_gap_ha="0.2866 / 0.3354"
O 1.69718 0.05059 -0.18489 0.00
Be 1.53086 1.51103 -0.34832 0.00
O 3.38223 1.38221 0.01923 0.00
C 3.07299 0.14703 0.09297 0.00
O 3.72541 -0.83085 0.36377 0.00
C 1.01979 -1.21361 -0.11583 0.10
C -0.27082 -1.12603 -0.84698 0.64
H 1.68702 -1.97025 -0.55932 0.03
H 0.87105 -1.47340 0.94094 0.01
H -0.27058 -0.60064 -1.80609 0.03
H -0.86153 -2.04430 -0.83324 0.02
O -1.74007 1.58997 -0.55800 0.00
C -0.51235 1.49120 -0.12076 0.01
C -2.45136 0.41647 -0.09749 0.10
O 0.45562 2.02998 -0.64458 0.00
O -0.46194 0.81055 0.99335 0.04
C -1.79220 0.32317 1.29000 0.00
H -2.33588 -0.89164 -0.19351 0.00
H -1.65670 -0.70693 1.63704 0.00
H -2.25670 0.93423 2.07113 0.00
H -2.83200 0.17121 -1.09941 0.00

Entry 5:
32
Properties=species:S:1:pos:R:3:nbo_charge:R:1 method="wB97M-V/def2-TZVPD" charge=-2 fmax_ev_per_a=5.91 homo_lumo_gap_ha=0.1146
Cl 2.52059 0.07314 2.15915 -0.05
C 0.82612 0.11124 1.90649 -0.14
C 0.10309 -1.08765 1.77480 -0.22
C -1.23149 -1.04751 1.35400 -0.30
C -1.83641 0.19800 1.02834 0.37
O -2.89334 0.28310 0.21472 -0.60
C -1.15335 1.39775 1.38177 -0.28
C 0.17424 1.34972 1.78479 -0.23
H 0.61119 -2.03344 1.94550 0.20
H -1.81451 -1.96036 1.24444 0.22
H -1.68895 2.34021 1.29230 0.23
H 0.71967 2.26088 2.00731 0.21
O -3.41968 0.10824 -5.08616 -0.60
C -4.36461 0.42382 -4.50624 0.51
Co -5.85658 0.84104 -3.62998 -0.11
C -5.38240 2.51608 -3.33274 0.48
O -5.12055 3.61434 -3.07856 -0.58
C -6.69626 0.97530 -5.16472 0.49
O -7.27403 1.03466 -6.16203 -0.60
C -5.31644 -0.45908 -2.03314 -0.42
C -5.09775 -0.32650 -0.71354 -0.22
C -4.32584 -0.70532 0.40500 -0.14
Co -6.66400 0.40363 -1.14122 -0.12
C -6.17734 1.94062 -0.43557 0.49
O -5.98834 3.00558 -0.04056 -0.61
C -8.09672 -0.14032 -0.27573 0.43
O -9.12918 -0.38975 0.16992 -0.64
C -7.62763 1.13652 -2.60754 0.36
O -8.70136 1.52078 -2.87107 -0.64
H -5.02918 -1.33945 -2.63622 0.17
H -4.68116 -0.29995 1.35511 0.19
H -3.92448 -1.72472 0.40036 0.15

Entry 6:
9
Properties=species:S:1:pos:R:3:nbo_charge:R:1 method="wB97M-V/def2-TZVPD" charge=0 fmax_ev_per_a=5.94 homo_lumo_gap_ha=0.3284
C 0.66652 -1.10476 -0.23960 -0.98
O 0.72979 1.83781 -0.20871 -0.97
P -0.30212 0.07353 0.84544 0.89
S -2.13421 -0.00914 -0.18668 -0.25
H 1.56264 -1.26954 0.36154 0.24
H 0.94936 -0.92249 -1.29531 0.27
H 0.02939 -2.03965 -0.24779 0.23
H 0.95764 2.41311 0.44907 0.44
H -2.45899 1.02113 0.52204 0.14

Number 1: E -735.409260 hartree. Number 2: E -287.954829 hartree. Number 3: E -1173.138545 hartree. Number 4: E -699.138951 hartree. Number 5: E -4328.048541 hartree. Number 6: E -855.818117 hartree.